1.
ORCA calculation (ωB97M-V/def2-TZVPD) on a molecular structure, C17H25LaN8O5P in a non-equilibrium geometry.

Structure (XYZ):
```
57
Properties=species:S:1:pos:R:3:mulliken_charge:R:1
La -0.96 -1.08 -0.86 1.690
C 2.49 -3.64 -1.78 -1.331
C 2.21 -2.95 -0.48 0.070
N 1.19 -2.14 -0.20 -0.330
C 1.34 -1.81 1.16 0.582
C 2.46 -2.41 1.65 0.051
N 2.98 -3.11 0.60 0.038
C 3.25 -2.47 2.93 0.521
O 2.77 -1.87 4.01 -0.496
O 4.29 -3.07 2.90 -0.527
C 0.42 -0.94 1.89 0.859
O 0.49 -0.72 3.07 -0.698
O -0.54 -0.39 1.10 -0.570
H 1.80 -3.30 -2.55 0.308
H 2.37 -4.71 -1.65 0.344
H 3.50 -3.43 -2.11 0.383
H 3.84 -3.65 0.69 0.274
H 1.90 -1.47 3.81 0.418
C -4.37 -4.32 0.94 -0.826
N -4.59 -3.07 0.17 0.103
C -5.85 -2.62 -0.10 -0.093
C -6.05 -1.50 -0.82 -0.870
C -4.90 -0.80 -1.29 0.948
N -3.65 -1.23 -1.00 -0.346
C -3.53 -2.38 -0.30 0.567
O -2.36 -2.82 -0.05 -0.872
N -5.06 0.30 -2.02 -0.346
H -5.35 -4.67 1.26 0.292
H -3.75 -4.10 1.80 0.320
H -3.89 -5.05 0.30 0.332
H -6.66 -3.22 0.30 0.396
H -7.05 -1.15 -1.04 0.364
H -5.98 0.63 -2.25 0.238
H -4.29 0.80 -2.42 0.154
C 1.49 4.84 -1.08 -0.756
N 2.64 3.85 -1.36 -0.035
C 3.41 3.62 -0.04 -0.801
N 2.52 3.18 0.98 0.193
C 1.45 4.15 1.19 -0.943
N 0.67 4.37 -0.03 0.173
C -0.11 3.18 -0.40 -0.951
P 0.97 1.71 -0.75 0.553
C 2.12 2.54 -1.92 -0.950
C 2.02 1.82 0.76 -0.930
H 0.95 4.96 -2.02 0.373
H 1.99 5.78 -0.81 0.369
H 3.27 4.27 -2.04 0.344
H 3.85 4.59 0.21 0.375
H 4.19 2.89 -0.25 0.371
H 1.90 5.10 1.50 0.316
H 0.80 3.80 1.99 0.372
H -0.72 3.42 -1.28 0.513
H -0.79 2.94 0.42 0.480
H 1.64 2.76 -2.88 0.468
H 2.99 1.91 -2.12 0.458
H 2.86 1.13 0.68 0.512
H 1.43 1.52 1.63 0.549
```

The total energy comes out at -50321.9333 eV. As for the LUMO energy: -9.0 eV. The energy above the lowest of the compared OMol25 structures with the same formula, charge and spin comes out at 0.137 eV. The net charge is +3. The calculation puts the largest force on an atom at 1.7 eV/A.

2.
ORCA calculation (ωB97M-V/def2-TZVPD) on 12 unconnected molecules or ions with the total composition C39H76ClF9N12O13S3 in a non-equilibrium geometry.

Structure (XYZ):
```
153
Properties=species:S:1:pos:R:3:mulliken_charge:R:1
C 0.09 0.98 -6.33 -0.943
C 1.10 0.20 -5.51 0.238
O 1.41 0.55 -4.43 -0.216
N 1.87 -0.95 -6.11 -0.010
H 1.80 -1.10 -7.13 0.460
H 2.88 -0.76 -6.06 0.385
C 1.48 -2.27 -5.43 -0.981
H -0.56 0.26 -6.86 0.426
H 0.56 1.63 -7.06 0.382
H -0.62 1.45 -5.65 0.129
H 0.39 -2.33 -5.47 0.440
H 1.74 -2.24 -4.37 0.296
H 1.91 -3.06 -6.03 0.378
C 1.68 -1.10 8.22 -1.048
C 1.51 -1.87 6.96 0.489
O 1.78 -3.01 6.83 -0.383
N 0.92 -1.12 5.79 0.039
H 0.31 -1.73 5.25 0.413
H 0.31 -0.37 6.10 0.401
C 2.00 -0.62 4.85 -0.817
H 2.53 -1.44 8.80 0.356
H 0.81 -1.33 8.84 0.355
H 1.82 -0.03 8.06 0.364
H 2.38 0.37 5.06 0.416
H 1.51 -0.61 3.88 -0.029
H 2.79 -1.35 4.72 0.435
C -0.85 -0.53 -2.57 -0.234
C -0.96 -0.45 -1.09 0.081
O -1.91 0.00 -0.51 -0.260
N -0.05 -1.34 -0.32 1.251
H -0.63 -2.07 0.11 0.254
H 0.62 -1.83 -0.93 -0.369
C 0.66 -0.53 0.77 0.205
H -1.24 -1.46 -3.00 0.206
H 0.19 -0.72 -2.86 -0.161
H -1.25 0.29 -3.16 -0.044
H 1.26 -1.12 1.45 -0.031
H -0.09 0.03 1.33 0.005
H 1.20 0.23 0.22 -0.292
C 2.11 -4.55 1.64 -0.972
C 3.21 -3.57 1.88 0.384
O 3.04 -2.59 2.53 -0.353
N 4.60 -3.88 1.39 -0.042
H 5.13 -4.41 2.08 0.414
H 4.54 -4.51 0.57 0.460
C 5.34 -2.60 1.03 -0.725
H 2.02 -5.27 2.46 0.464
H 2.31 -5.19 0.78 0.381
H 1.15 -4.08 1.51 0.080
H 4.79 -2.08 0.26 0.013
H 6.31 -2.97 0.70 0.520
H 5.52 -2.01 1.93 0.300
C -3.65 1.49 2.16 -0.748
C -4.78 1.04 1.27 -0.049
N -5.29 -0.27 1.58 0.441
C -6.53 -0.58 2.14 -0.379
C -6.52 -1.93 2.34 -0.530
N -5.34 -2.43 1.82 0.223
C -4.67 -1.41 1.30 -0.933
C -4.95 -3.84 1.81 -0.641
H -3.93 1.69 3.20 0.487
H -3.21 2.43 1.84 0.117
H -2.92 0.67 2.16 0.142
H -4.42 0.94 0.24 -0.227
H -5.57 1.79 1.28 0.346
H -7.15 0.26 2.41 0.542
H -7.22 -2.61 2.79 0.480
H -3.73 -1.46 0.76 0.845
H -5.75 -4.50 2.14 0.306
H -4.13 -4.03 2.49 0.296
H -4.71 -4.14 0.80 0.268
C -2.79 5.17 3.88 -0.823
C -1.36 5.54 4.28 -0.491
N -0.41 5.02 3.28 0.266
C -0.18 3.71 2.92 -1.459
C 0.77 3.69 1.93 -0.040
N 1.03 5.01 1.65 0.458
C 0.33 5.78 2.47 -0.177
C 2.09 5.46 0.73 -0.757
H -3.55 5.51 4.59 0.433
H -2.92 4.09 3.89 0.080
H -3.07 5.51 2.89 0.304
H -1.06 5.12 5.23 0.297
H -1.21 6.62 4.29 0.339
H -0.73 2.88 3.34 0.666
H 1.24 2.90 1.38 0.491
H 0.41 6.85 2.51 0.488
H 2.55 4.57 0.31 0.053
H 2.75 6.17 1.21 0.399
H 1.56 5.85 -0.14 0.402
C 7.75 -2.59 -2.71 -1.390
C 6.25 -2.31 -2.53 0.118
N 5.95 -0.89 -2.27 0.307
C 6.71 0.06 -1.61 -0.292
C 5.98 1.19 -1.63 -0.808
N 4.79 0.95 -2.24 0.430
C 4.78 -0.34 -2.58 -0.469
C 3.61 1.80 -2.22 -0.586
H 8.11 -1.99 -3.54 0.370
H 7.89 -3.66 -2.87 0.418
H 8.26 -2.32 -1.79 0.384
H 5.80 -2.82 -1.68 -0.013
H 5.64 -2.49 -3.41 0.351
H 7.65 -0.26 -1.18 0.518
H 6.10 2.19 -1.23 0.532
H 3.96 -0.92 -2.99 0.442
H 3.71 2.85 -1.99 0.333
H 3.00 1.47 -1.38 0.037
H 2.99 1.56 -3.08 0.243
C -5.95 -2.03 -2.19 -0.504
C -6.06 -1.24 -3.49 -0.910
N -5.58 0.15 -3.35 0.245
C -4.32 0.64 -3.62 -0.451
C -4.31 1.93 -3.21 -0.831
N -5.48 2.20 -2.58 0.214
C -6.26 1.10 -2.70 -0.308
C -5.78 3.34 -1.71 -0.480
H -6.42 -1.59 -1.30 0.245
H -4.92 -2.26 -1.90 -0.036
H -6.54 -2.94 -2.28 0.467
H -7.11 -1.18 -3.78 0.368
H -5.67 -1.73 -4.37 0.390
H -3.60 -0.05 -4.03 0.695
H -3.49 2.64 -3.13 0.677
H -7.18 0.89 -2.18 0.452
H -4.81 3.71 -1.38 0.054
H -6.39 2.97 -0.89 0.301
H -6.37 4.08 -2.24 0.299
Cl 2.56 -3.35 -1.76 -0.706
C -1.47 -5.34 -0.86 0.439
F -2.30 -5.87 0.04 -0.228
F -0.37 -4.81 -0.30 -0.163
F -1.07 -6.34 -1.63 -0.213
S -2.42 -4.15 -1.98 1.098
O -3.59 -4.90 -2.35 -0.678
O -2.67 -2.94 -1.18 -0.476
O -1.49 -3.96 -3.10 -0.727
C -1.82 4.14 -1.14 0.393
F -1.49 5.03 -0.21 -0.242
F -2.55 3.19 -0.54 -0.107
F -2.59 4.72 -2.04 -0.220
S -0.30 3.40 -1.92 1.028
O 0.50 4.55 -2.31 -0.719
O 0.33 2.55 -0.91 -0.231
O -0.84 2.71 -3.09 -0.611
C 5.29 1.16 2.84 0.185
F 6.39 1.03 2.12 -0.210
F 5.11 0.05 3.56 -0.184
F 5.43 2.20 3.65 -0.212
S 3.81 1.36 1.69 1.445
O 4.01 2.57 0.92 -0.686
O 3.78 0.14 0.86 -0.706
O 2.65 1.29 2.59 -0.505
```

The total energy comes out at -155626.4153 eV. As for the LUMO energy: -8.6 eV. The net charge is +4. The calculation puts the largest force on an atom at 3.0 eV/A.

3.
ORCA calculation (ωB97M-V/def2-TZVPD) on a single C9H15N3O4 molecule in a non-equilibrium geometry.

Structure (XYZ):
```
31
Properties=species:S:1:pos:R:3:nbo_charge:R:1
N -0.47 1.02 2.98 -0.835
C 0.65 0.31 3.29 0.672
O 0.61 -0.48 4.19 -0.622
C 1.90 0.31 2.37 -0.509
C 1.63 -0.35 1.03 -0.147
N 2.81 -0.81 0.18 -0.829
C 0.73 0.53 0.17 0.714
O 0.56 1.75 0.52 -0.670
N 0.01 -0.07 -0.84 -0.430
C -0.14 -1.57 -1.13 -0.238
C -0.54 -1.56 -2.55 -0.401
C -1.52 -0.19 -2.69 -0.398
C -0.94 0.81 -1.69 -0.170
C -2.01 1.33 -0.69 0.818
O -2.04 0.93 0.46 -0.588
O -2.97 2.21 -1.26 -0.714
H -0.49 1.42 2.01 0.433
H -1.27 0.77 3.46 0.393
H 2.69 -0.34 2.86 0.234
H 2.53 1.33 2.23 0.243
H 1.19 -1.26 1.01 0.211
H 3.42 -0.04 -0.03 0.360
H 3.34 -1.53 0.77 0.365
H 0.72 -2.28 -0.88 0.259
H -1.14 -1.91 -0.54 0.199
H -1.09 -2.42 -2.97 0.229
H 0.34 -1.32 -3.27 0.207
H -1.49 0.14 -3.75 0.233
H -2.55 -0.57 -2.30 0.214
H -0.58 1.67 -2.34 0.258
H -3.88 2.18 -0.59 0.508
```

The total energy comes out at -22235.2657 eV. As for the LUMO energy: 0.4 eV. The energy above the lowest of the compared OMol25 structures with the same formula, charge and spin comes out at 2.674 eV. The calculation puts the largest force on an atom at 4.8 eV/A.

4.
ORCA calculation (ωB97M-V/def2-TZVPD) on 2 unconnected molecules or ions with the total composition CH2ClNO in a non-equilibrium geometry.

Structure (XYZ):
```
6
Properties=species:S:1:pos:R:3:nbo_charge:R:1
C -1.92 0.01 0.34 0.100
N -0.97 -0.15 -0.27 -0.338
H -2.63 0.47 1.01 0.241
O 2.21 -0.06 0.15 -0.687
Cl 2.09 -0.39 -1.52 0.191
H 1.22 0.12 0.28 0.493
```

The total energy comes out at -17126.6554 eV. As for the LUMO energy: 0.4 eV. The energy above the lowest of the compared OMol25 structures with the same formula, charge and spin comes out at 2.932 eV. The calculation puts the largest force on an atom at 2.4 eV/A.

- Look up the largest force on an atom of the third one.
  4.8 eV/A

- Look up the largest force on an atom of the fourth one.
  2.4 eV/A